Computed, not measured: 5 unconnected molecules or ions with the total composition C40H75N3O7S at a distorted geometry, with ωB97M-V/def2-TZVPD.

## Properties
Spin multiplicity: 1
SMILES string: CCCCOc1c(CCCOC)cc(OCCC)c2c1Sc1c(CN)cc(N)cc1N2.CCOCC.CCOCC.CCOCC.CCOCC
HOMO energy (eV): -7.45

Positions of all 126 atoms, in Å:
C (-2.285, 0.756, 4.480)
C (-3.589, 0.537, 3.571)
C (-3.325, 0.585, 1.985)
C (-2.032, 1.451, 1.550)
O (-0.954, 0.500, 1.305)
C (-0.076, 0.953, 0.282)
C (-0.490, 1.025, -1.218)
C (-1.943, 0.546, -1.760)
C (-1.613, -0.570, -2.908)
C (-2.532, -1.878, -2.801)
O (-2.582, -2.475, -1.489)
C (-1.448, -3.342, -1.242)
C (0.536, 1.545, -2.270)
C (1.983, 2.001, -1.925)
O (2.943, 2.448, -2.901)
C (3.900, 1.361, -3.112)
C (3.618, 0.553, -4.496)
C (3.184, -0.971, -4.136)
C (2.393, 1.924, -0.421)
C (1.362, 1.401, 0.648)
S (2.046, 1.332, 2.387)
C (3.764, 0.669, 2.056)
C (4.448, -0.414, 2.942)
C (3.719, -1.032, 4.233)
N (3.101, 0.004, 5.118)
C (5.877, -0.888, 2.482)
C (6.536, -0.296, 1.191)
N (7.872, -0.741, 0.682)
C (5.845, 0.820, 0.320)
C (4.443, 1.285, 0.773)
N (3.751, 2.317, -0.019)
H (-2.078, 1.889, 4.564)
H (-2.389, 0.286, 5.524)
H (-1.333, 0.316, 3.993)
H (-4.390, 1.313, 3.832)
H (-3.986, -0.520, 3.815)
H (-3.126, -0.484, 1.630)
H (-4.280, 0.933, 1.439)
H (-1.765, 2.284, 2.283)
H (-2.334, 1.980, 0.565)
H (-2.545, 1.400, -2.215)
H (-2.490, 0.010, -0.895)
H (-1.627, -0.076, -3.948)
H (-0.520, -0.918, -2.755)
H (-2.105, -2.686, -3.514)
H (-3.575, -1.626, -3.208)
H (-1.678, -4.395, -1.637)
H (-0.506, -2.981, -1.787)
H (-1.213, -3.327, -0.116)
H (0.235, 1.566, -3.378)
H (4.982, 1.768, -3.096)
H (3.860, 0.564, -2.280)
H (2.843, 1.088, -5.148)
H (4.648, 0.497, -5.022)
H (3.438, -1.687, -5.006)
H (2.083, -1.033, -3.844)
H (3.804, -1.360, -3.242)
H (2.888, -1.720, 3.814)
H (4.393, -1.694, 4.869)
H (2.102, 0.155, 4.874)
H (3.054, -0.394, 6.078)
H (6.481, -1.679, 3.062)
H (7.800, -0.572, -0.344)
H (7.835, -1.782, 0.742)
H (6.314, 1.250, -0.627)
H (4.319, 2.663, -0.802)
C (-7.717, 1.307, -1.977)
C (-6.967, 1.487, -0.670)
O (-6.777, 2.849, -0.306)
C (-7.957, 3.621, -0.114)
C (-8.861, 3.087, 0.982)
H (-7.198, 1.821, -2.791)
H (-7.796, 0.245, -2.227)
H (-8.729, 1.713, -1.926)
H (-5.968, 1.053, -0.773)
H (-7.456, 0.943, 0.146)
H (-8.499, 3.723, -1.059)
H (-7.628, 4.627, 0.161)
H (-9.231, 2.085, 0.754)
H (-9.727, 3.740, 1.115)
H (-8.318, 3.026, 1.930)
C (11.239, 0.732, 5.952)
C (10.560, -0.355, 5.138)
O (9.149, -0.396, 5.309)
C (8.437, 0.780, 4.943)
C (8.604, 1.163, 3.484)
H (11.015, 0.610, 7.015)
H (12.323, 0.689, 5.815)
H (10.905, 1.729, 5.660)
H (10.939, -1.328, 5.463)
H (10.810, -0.268, 4.075)
H (8.710, 1.609, 5.604)
H (7.379, 0.573, 5.133)
H (9.644, 1.394, 3.240)
H (8.002, 2.045, 3.250)
H (8.291, 0.343, 2.836)
C (-5.303, 4.976, -3.259)
C (-5.134, 4.154, -4.524)
O (-4.628, 4.899, -5.624)
C (-3.348, 5.491, -5.446)
C (-2.246, 4.485, -5.164)
H (-5.963, 5.828, -3.441)
H (-5.733, 4.363, -2.461)
H (-4.351, 5.371, -2.899)
H (-6.112, 3.774, -4.832)
H (-4.506, 3.274, -4.343)
H (-3.392, 6.259, -4.667)
H (-3.117, 6.014, -6.379)
H (-2.419, 3.940, -4.233)
H (-1.281, 4.991, -5.080)
H (-2.186, 3.747, -5.969)
C (-2.824, -8.966, -1.614)
C (-2.051, -8.778, -0.321)
O (-1.856, -7.413, 0.031)
C (-3.033, -6.643, 0.238)
C (-3.918, -7.171, 1.352)
H (-2.319, -8.457, -2.440)
H (-2.907, -10.029, -1.857)
H (-3.835, -8.560, -1.549)
H (-1.055, -9.212, -0.439)
H (-2.526, -9.317, 0.506)
H (-3.591, -6.546, -0.699)
H (-2.701, -5.635, 0.501)
H (-4.291, -8.175, 1.136)
H (-4.782, -6.518, 1.495)
H (-3.360, -7.226, 2.291)

Results of the Löwdin charge analysis, in e, for atoms 1 through 2: -0.14 -0.25


Computed, not measured: 4 unconnected molecules or ions with the total composition C40H76N3O14 at a distorted geometry, with ωB97M-V/def2-TZVPD.

## Properties
Spin multiplicity: 1
Charge: +1
HOMO energy (eV): -10.78

Positions of all 133 atoms, in Å:
C (8.819, -1.372, 0.261)
C (7.166, -1.198, 0.306)
O (6.797, -0.074, -0.601)
C (5.472, -0.355, -1.235)
O (5.426, -0.386, -2.572)
C (4.222, -0.613, -0.207)
C (2.763, -0.867, -0.984)
C (2.192, 0.621, -1.356)
C (0.590, 0.684, -1.722)
C (-0.223, -0.723, -1.522)
C (-1.861, -0.607, -1.705)
C (-2.395, -1.605, -2.889)
C (-2.103, -3.161, -2.346)
C (-1.052, -3.967, -3.314)
C (-1.515, -3.963, -4.907)
O (-0.826, -2.916, -5.711)
N (-2.169, 0.853, -1.892)
C (-1.513, 1.732, -0.877)
N (-2.193, 2.343, 0.139)
C (-3.667, 2.246, 0.396)
C (-3.862, 1.415, 1.824)
C (-5.410, 0.933, 2.088)
C (-5.895, 1.638, 3.524)
C (-5.455, -0.706, 2.333)
C (-4.743, -1.537, 1.082)
C (-5.466, -2.996, 0.888)
C (-6.069, -3.520, -0.372)
C (-5.817, -2.860, -1.877)
C (-7.104, -4.832, -0.349)
N (0.020, 1.875, -0.987)
C (0.349, 3.195, -1.645)
C (-0.844, 3.804, -2.604)
O (-0.263, 4.951, -3.377)
C (-0.280, 4.590, -4.833)
C (1.170, 4.040, -5.427)
O (-1.383, 4.752, -5.594)
H (9.175, -0.708, -0.660)
H (9.335, -1.026, 1.270)
H (9.097, -2.503, 0.044)
H (6.632, -2.167, -0.126)
H (6.753, -1.068, 1.401)
H (4.410, -1.617, 0.408)
H (4.056, 0.287, 0.546)
H (2.119, -1.480, -0.223)
H (2.954, -1.459, -1.993)
H (2.358, 1.311, -0.396)
H (2.806, 1.119, -2.226)
H (0.536, 0.956, -2.883)
H (-0.043, -1.227, -0.470)
H (0.151, -1.456, -2.380)
H (-2.357, -0.939, -0.674)
H (-1.817, -1.350, -3.874)
H (-3.531, -1.393, -3.067)
H (-3.095, -3.787, -2.261)
H (-1.629, -3.158, -1.256)
H (-1.098, -5.111, -2.978)
H (0.055, -3.572, -3.179)
H (-1.208, -5.008, -5.346)
H (-2.699, -3.871, -4.970)
H (-1.530, -2.205, -5.917)
H (-3.158, 1.065, -2.104)
H (-1.613, 2.921, 0.819)
H (-4.046, 3.352, 0.641)
H (-4.337, 1.862, -0.473)
H (-3.597, 2.209, 2.674)
H (-3.066, 0.561, 1.893)
H (-6.159, 1.281, 1.236)
H (-6.176, 2.774, 3.369)
H (-4.965, 1.629, 4.273)
H (-6.755, 0.999, 4.006)
H (-6.602, -1.023, 2.328)
H (-4.946, -0.969, 3.369)
H (-4.814, -0.832, 0.138)
H (-3.588, -1.662, 1.331)
H (-5.492, -3.704, 1.840)
H (-6.852, -2.646, -2.398)
H (-5.202, -1.870, -1.749)
H (-5.264, -3.670, -2.519)
H (-7.416, -5.056, 0.758)
H (-8.022, -4.520, -1.033)
H (-6.504, -5.713, -0.863)
H (1.332, 3.123, -2.276)
H (0.562, 3.969, -0.762)
H (-1.148, 2.983, -3.381)
H (-1.751, 4.269, -2.008)
H (1.304, 2.935, -5.063)
H (1.997, 4.723, -4.912)
H (1.151, 4.143, -6.596)
C (3.595, 8.393, 0.390)
C (5.007, 8.105, -0.091)
O (5.515, 6.911, 0.516)
C (5.096, 5.747, -0.040)
O (4.346, 5.637, -0.998)
O (5.636, 4.723, 0.668)
C (5.211, 3.434, 0.231)
H (3.557, 8.412, 1.483)
H (3.243, 9.354, 0.005)
H (2.899, 7.615, 0.061)
H (5.668, 8.923, 0.214)
H (5.056, 8.041, -1.185)
H (5.371, 3.304, -0.844)
H (4.158, 3.282, 0.487)
H (5.807, 2.684, 0.759)
C (-11.410, -6.076, 5.672)
C (-11.404, -4.950, 4.653)
O (-10.439, -5.202, 3.625)
C (-10.827, -6.067, 2.655)
O (-11.909, -6.629, 2.584)
O (-9.795, -6.221, 1.789)
C (-10.045, -7.170, 0.755)
H (-10.401, -6.252, 6.058)
H (-12.075, -5.839, 6.507)
H (-11.746, -7.016, 5.221)
H (-11.110, -4.017, 5.144)
H (-12.401, -4.788, 4.224)
H (-10.979, -6.949, 0.229)
H (-10.068, -8.181, 1.175)
H (-9.224, -7.113, 0.035)
C (14.398, 0.654, 2.525)
C (13.572, 0.600, 3.798)
O (12.809, 1.802, 3.959)
C (11.668, 1.873, 3.229)
O (11.243, 1.015, 2.472)
O (11.089, 3.077, 3.469)
C (9.912, 3.314, 2.701)
H (15.009, 1.562, 2.501)
H (15.054, -0.217, 2.451)
H (13.757, 0.679, 1.638)
H (14.240, 0.529, 4.662)
H (12.922, -0.283, 3.821)
H (9.193, 2.496, 2.811)
H (10.176, 3.457, 1.648)
H (9.446, 4.232, 3.068)

Results of the Löwdin charge analysis, in e, for atoms 1 through 2: -0.08 -0.23